Entry from OMol25: a molecular structure, C20H28BaN2O6 (ωB97M-V/def2-TZVPD).

Results
* DFT total energy: -37150.374 eV
* charge: 0
* E_HOMO: -4.9912 eV
* ΔE to the lowest compared entry with this formula, charge and spin: 6.1 kcal/mol

Atoms and positions in Å:
1 Ba 0.332 0.980 -0.296
2 C -2.257 -0.039 1.897
3 C -0.985 0.287 2.722
4 O -0.164 1.469 2.383
5 C -0.690 2.716 2.814
6 C 0.012 3.972 2.073
7 O -0.107 3.880 0.627
8 C -1.171 4.549 -0.002
9 C -1.623 3.913 -1.350
10 O -1.822 2.445 -1.267
11 C -3.090 1.962 -0.903
12 C -3.133 0.481 -0.453
13 O -2.013 0.080 0.464
14 H -3.084 0.556 2.271
15 H -2.493 -1.097 2.098
16 H -0.340 -0.593 2.666
17 H -1.318 0.370 3.790
18 H -0.551 2.816 3.942
19 H -1.806 2.804 2.595
20 H 1.069 4.003 2.278
21 H -0.519 4.884 2.476
22 H -0.896 5.597 -0.269
23 H -2.074 4.735 0.681
24 H -0.926 4.086 -2.134
25 H -2.601 4.320 -1.647
26 H -3.769 2.107 -1.797
27 H -3.517 2.539 -0.072
28 H -2.961 -0.212 -1.315
29 H -4.132 0.345 0.035
30 C -0.518 0.674 -4.961
31 C 0.330 0.241 -3.802
32 O 0.846 1.042 -2.930
33 C 0.627 -1.158 -3.816
34 C 1.436 -1.785 -2.864
35 C 2.431 -2.915 -3.127
36 N 1.461 -1.314 -1.547
37 N 1.955 -2.226 -0.760
38 C 1.689 -2.002 0.531
39 O 1.119 -0.993 1.018
40 C 2.179 -2.960 1.492
41 C 2.172 -2.645 2.834
42 C 2.866 -3.552 3.689
43 C 3.282 -4.822 3.265
44 C 2.887 -5.172 1.993
45 C 2.444 -4.251 1.048
46 H -1.083 -0.157 -5.431
47 H 0.009 1.281 -5.755
48 H -1.264 1.437 -4.588
49 H 0.230 -1.694 -4.711
50 H 2.617 -2.922 -4.236
51 H 2.026 -3.929 -2.783
52 H 3.346 -2.751 -2.579
53 H 1.663 -1.803 3.240
54 H 2.997 -3.283 4.718
55 H 3.704 -5.478 3.981
56 H 2.903 -6.261 1.768
57 H 2.276 -4.559 0.006

Entry from OMol25: 2 unconnected molecules or ions with the total composition C3H8N3O (ωB97M-V/def2-TZVPD).

Results
* DFT total energy: -9749.059 eV
* charge: +1
* E_HOMO: -15.1123 eV
* ΔE to the lowest compared entry with this formula, charge and spin: 78.5 kcal/mol

Atoms and positions in Å:
1 C 0.460 -1.213 -2.028
2 C -0.269 1.587 1.356
3 C -1.189 0.847 0.510
4 N 0.302 -2.362 -1.889
5 N 0.604 -0.742 0.554
6 N 0.216 0.624 0.304
7 O 0.434 -0.037 -1.999
8 H -0.009 2.606 1.038
9 H -0.044 1.395 2.423
10 H -1.662 -0.032 0.878
11 H -1.619 1.440 -0.190
12 H 1.558 -0.764 0.944
13 H 0.496 -3.130 -2.473
14 H 0.021 -1.108 1.295
15 H 0.702 0.888 -0.723

Entry from OMol25: 2 unconnected molecules or ions with the total composition C7H8BrClOP2 (ωB97M-V/def2-TZVPD).

Results
* DFT total energy: -110576.821 eV
* charge: 0
* E_HOMO (alpha / beta): -7.9921 / -7.3306 eV
* ΔE to the lowest compared entry with this formula, charge and spin: 0.0 kcal/mol

Atoms and positions in Å:
1 C 0.977 -1.626 -0.522
2 C 2.224 -1.065 -0.612
3 C 1.508 0.770 0.799
4 C -0.049 -1.044 0.268
5 C 0.245 0.216 0.883
6 C 2.493 0.117 0.075
7 C -1.288 -1.634 0.443
8 O -0.785 0.846 1.489
9 P -1.497 1.966 -1.012
10 P -3.152 0.594 -0.870
11 Cl -4.038 1.242 0.786
12 Br 4.233 0.874 -0.009
13 H 0.763 -2.552 -1.036
14 H 2.999 -1.526 -1.204
15 H 1.720 1.714 1.282
16 H -1.971 -1.269 1.189
17 H -1.544 -2.542 -0.076
18 H -0.500 1.691 1.862
19 H -0.597 0.966 -1.379
20 H -1.739 2.262 -2.355

Entry from OMol25: 2 unconnected molecules or ions with the total composition C3H8OS2 (ωB97M-V/def2-TZVPD).

Results
* DFT total energy: -26957.018 eV
* charge: 0
* SMILES: C=CO.CSS
* E_HOMO: -8.3599 eV
* ΔE to the lowest compared entry with this formula, charge and spin: 36.7 kcal/mol

Atoms and positions in Å:
1 C -2.347 -1.585 0.444
2 C -1.262 -2.359 0.475
3 O -0.534 -2.646 1.608
4 H -2.638 -1.315 -0.561
5 H -2.709 -1.073 1.319
6 H -0.869 -2.650 -0.499
7 H 0.299 -2.177 1.479
8 C 1.305 -0.207 -1.262
9 S 0.123 1.173 -1.145
10 S 1.096 2.066 0.508
11 H 1.879 -0.309 -0.349
12 H 1.958 -0.170 -2.130
13 H 0.709 -1.106 -1.464
14 H 0.141 2.920 0.897